Formula: C2H7S3
Source: the Open Molecules 2025 dataset
Level of theory: the ωB97M-V functional and the def2-TZVPD basis

XYZ file:
```
12
Properties=species:S:1:pos:R:3:lowdin_spin:R:1
C 0.920 2.852 -0.839 0.000
S 0.919 4.658 -0.618 0.000
H 1.891 2.372 -0.812 0.000
H 0.473 2.645 -1.802 0.000
H 0.354 2.422 -0.013 0.000
C -1.405 -3.955 0.019 0.028
S -0.057 -2.929 0.624 0.347
S -0.704 -1.102 0.305 0.614
H -1.099 -4.962 -0.248 0.000
H -2.198 -4.012 0.752 0.007
H -1.780 -3.530 -0.905 0.003
H 0.581 4.668 0.674 0.000
```

LUMO (alpha / beta) (eV): 0.660 / -1.717
Spin multiplicity: 2
Gap between HOMO and LUMO (alpha / beta) (eV): 9.4 / 7.2

---

Formula: C2H8
Source: the Open Molecules 2025 dataset
Level of theory: the ωB97M-V functional and the def2-TZVPD basis

XYZ file:
```
10
Properties=species:S:1:pos:R:3:lowdin_charge:R:1
C 2.117 3.795 12.410 -0.119
H 2.300 4.010 11.347 0.052
H 2.063 4.739 12.972 0.032
H 2.938 3.179 12.806 0.023
H 1.167 3.251 12.516 0.014
C 1.990 1.457 11.841 -0.116
H 2.921 2.038 11.766 0.009
H 1.836 1.143 12.884 0.052
H 2.060 0.568 11.197 0.032
H 1.143 2.078 11.516 0.019
```

LUMO (eV): 1.050
Gap between HOMO and LUMO (eV): 12.5

---

Formula: C2H8BN
Source: the Open Molecules 2025 dataset
Level of theory: the ωB97M-V functional and the def2-TZVPD basis

XYZ file:
```
12
Properties=species:S:1:pos:R:3:lowdin_charge:R:1
B -1.078 1.295 0.085 -0.208
C 1.573 0.421 -0.027 0.096
C -0.801 -1.210 0.018 -0.154
N -0.339 0.143 -0.119 -0.102
H -0.414 2.231 0.328 0.016
H -2.216 1.225 -0.057 0.019
H 1.870 0.311 -1.070 0.047
H 1.571 1.453 0.107 -0.006
H 2.063 -0.214 0.742 0.065
H -1.232 -1.427 0.973 0.061
H -1.710 -1.336 -0.665 0.105
H -0.171 -2.055 -0.122 0.061
```

LUMO (eV): 0.834
Gap between HOMO and LUMO (eV): 10.3

---

Formula: C2H8BNO2
Source: the Open Molecules 2025 dataset
Level of theory: the ωB97M-V functional and the def2-TZVPD basis

XYZ file:
```
14
Properties=species:S:1:pos:R:3:lowdin_spin:R:1
B -2.289 -0.960 -0.047 0.002
C 1.556 0.012 -0.573 0.886
C 1.386 -0.508 0.610 0.866
N -1.630 -2.069 -0.150 0.008
O -0.615 2.327 0.036 0.015
O -2.727 0.282 0.015 0.001
H -0.871 1.864 -0.705 0.000
H 2.516 0.200 -0.919 0.057
H 0.660 0.404 -1.205 0.034
H 0.439 -0.512 0.922 0.057
H 2.144 -0.864 1.156 0.062
H -1.115 -2.829 0.341 0.001
H 0.140 1.937 0.322 0.011
H -2.772 0.701 0.861 0.000
```

LUMO (alpha / beta) (eV): 0.229 / -2.567
Spin multiplicity: 3
Gap between HOMO and LUMO (alpha / beta) (eV): 5.8 / 7.4

---

In order of appearance, relative energy (zero: lowest compared OMol25 entry of this formula, charge and spin) = 0.050; 1.387; 3.003; 1.541 eV.